1.
Molecular formula: C6H11N2
Method: DFT, ωB97M-V with the def2-TZVPD basis set

## Properties
SMILES	C1C[C@@]23NC[C@@H]2[NH2+][C@@H]13
gap between HOMO and LUMO	9.81	eV
net charge	+1
lowest unoccupied orbital energy	-3.164	eV
HOMO	-12.98	eV
multiplicity	1

Each line ends with the Mulliken charge.
Cartesian coordinates (Å):
1 C 1.84 -0.06 0.07  -0.572
2 C 1.10 -1.35 0.33  -0.522
3 C -0.10 -0.67 -0.25  0.496
4 N -1.39 -1.01 -0.67  -0.301
5 C -2.07 -0.16 0.22  -0.882
6 C -0.73 0.51 0.66  -0.173
7 N -0.26 1.49 -0.37  -0.197
8 C 0.75 0.41 -0.87  -0.354
9 H 1.94 0.64 1.01  0.214
10 H 2.93 -0.21 -0.44  0.327
11 H 1.50 -2.07 -0.30  0.355
12 H 0.98 -1.77 1.40  0.262
13 H -1.83 -1.73 -1.19  0.204
14 H -2.51 -0.74 0.96  0.336
15 H -2.76 0.57 -0.31  0.270
16 H -0.32 0.56 1.71  0.371
17 H 0.07 2.39 0.02  0.326
18 H -1.03 1.77 -1.00  0.373
19 H 0.85 0.60 -1.93  0.467


2.
Molecular formula: C6H11N2
Method: DFT, ωB97M-V with the def2-TZVPD basis set

## Properties
SMILES	C1=[NH+]C2(CCC2)CN1
gap between HOMO and LUMO	10.93	eV
net charge	+1
lowest unoccupied orbital energy	-3.416	eV
HOMO	-14.35	eV
multiplicity	1

Each line ends with the Mulliken charge.
Cartesian coordinates (Å):
1 C 0.36 -1.84 -1.60  -0.166
2 N -0.51 -1.41 -0.72  -0.211
3 C -0.06 -0.12 -0.11  1.354
4 C 0.25 -0.16 1.40  -1.291
5 C -0.82 1.01 1.66  -0.370
6 C -1.21 0.99 0.16  -1.078
7 C 1.15 0.33 -1.08  -0.552
8 N 1.29 -0.94 -1.82  -0.149
9 H 0.38 -2.80 -2.17  0.402
10 H -1.40 -1.65 -0.53  0.144
11 H 1.21 0.05 1.59  0.285
12 H 0.15 -1.13 1.82  0.397
13 H -1.64 0.88 2.32  0.368
14 H -0.35 1.94 1.87  0.262
15 H -2.13 0.47 0.03  0.347
16 H -1.20 1.83 -0.53  0.344
17 H 0.89 1.29 -1.73  0.285
18 H 2.07 0.43 -0.55  0.323
19 H 2.23 -1.20 -2.25  0.307


Name the least stable of them. 1.


1.
Molecular formula: C3H5FO
Method: DFT, ωB97M-V with the def2-TZVPD basis set

## Properties
SMILES	OC/C=C\F
gap between HOMO and LUMO	10.48	eV
lowest unoccupied orbital energy	0.798	eV
HOMO	-9.68	eV
multiplicity	1

Each line ends with the Mulliken charge.
Cartesian coordinates (Å):
1 O -1.59 -0.86 -0.44  -0.539
2 C -0.71 -0.25 0.59  -0.201
3 C 0.30 0.75 0.03  -0.268
4 C 1.48 0.04 -0.17  0.011
5 F 1.65 -1.19 0.01  -0.189
6 H -2.02 0.01 -1.11  0.316
7 H -1.56 0.00 1.44  0.257
8 H 0.10 -1.09 0.77  0.126
9 H 0.17 1.93 -0.23  0.251
10 H 2.18 0.66 -0.88  0.236


2.
Molecular formula: C3H5FO
Method: DFT, ωB97M-V with the def2-TZVPD basis set

## Properties
SMILES	CC(=O)CF
gap between HOMO and LUMO	10.33	eV
lowest unoccupied orbital energy	-0.151	eV
HOMO	-10.48	eV
multiplicity	1

Each line ends with the Mulliken charge.
Cartesian coordinates (Å):
1 C -0.26 -0.35 1.10  -0.895
2 C 0.49 0.52 0.10  0.398
3 O 1.51 1.16 0.40  -0.563
4 C 0.07 0.41 -1.16  0.045
5 F -0.40 -1.09 -0.89  -0.339
6 H 0.04 -1.34 1.32  0.284
7 H -1.41 -0.64 0.86  0.263
8 H -0.08 0.29 1.94  0.362
9 H 1.03 0.28 -1.79  0.195
10 H -0.98 0.76 -1.88  0.251


3.
Molecular formula: C3H5FO
Method: DFT, ωB97M-V with the def2-TZVPD basis set

## Properties
gap between HOMO and LUMO	8.42	eV
lowest unoccupied orbital energy	0.738	eV
HOMO	-7.69	eV
multiplicity	1

Each line ends with the Mulliken charge.
Cartesian coordinates (Å):
1 C 0.91 0.49 0.15  0.424
2 C 1.01 -0.93 -0.38  -0.935
3 C -1.43 0.86 0.25  -0.440
4 O 1.57 1.39 0.50  -0.377
5 F -1.76 -0.52 0.51  -0.289
6 H 1.01 -0.82 -1.42  0.339
7 H 1.71 -1.40 0.23  0.371
8 H 0.13 -1.52 -0.21  0.295
9 H -1.53 1.00 -0.82  0.326
10 H -1.61 1.43 1.19  0.286


Name the least stable of them. 1.


1.
Molecular formula: C3H5FO
Method: DFT, ωB97M-V with the def2-TZVPD basis set

## Properties
SMILES	CC(=O)CF
gap between HOMO and LUMO	11.01	eV
lowest unoccupied orbital energy	0.910	eV
HOMO	-10.10	eV
multiplicity	1

Each line ends with the Mulliken charge.
Cartesian coordinates (Å):
1 C -0.47 0.01 -1.23  -0.876
2 C -0.37 0.49 0.20  0.546
3 O -1.08 1.36 0.69  -0.557
4 C 0.65 -0.19 1.06  -0.211
5 F 1.40 -1.21 0.47  -0.293
6 H -1.38 -0.65 -1.25  0.247
7 H 0.42 -0.57 -1.41  0.282
8 H -0.53 0.85 -1.89  0.331
9 H 0.04 -0.64 1.87  0.238
10 H 1.31 0.56 1.48  0.292


2.
Molecular formula: C3H5FO
Method: DFT, ωB97M-V with the def2-TZVPD basis set

## Properties
gap between HOMO and LUMO	11.40	eV
lowest unoccupied orbital energy	0.967	eV
HOMO	-10.44	eV
multiplicity	1

Each line ends with the Mulliken charge.
Cartesian coordinates (Å):
1 C -0.52 0.10 -0.42  0.160
2 C 0.70 0.85 -0.12  -0.315
3 C -0.14 -0.78 0.68  -0.397
4 H -1.48 0.88 -0.44  0.235
5 H 1.43 0.19 -0.74  0.216
6 H 0.90 2.03 0.09  0.263
7 H -1.23 -1.27 1.06  0.237
8 H 0.44 -1.62 0.21  0.297
9 O 0.66 0.42 1.28  -0.351
10 F -0.78 -0.81 -1.61  -0.345


3.
Molecular formula: C3H5FO
Method: DFT, ωB97M-V with the def2-TZVPD basis set

## Properties
SMILES	FC[C@H]1CO1
gap between HOMO and LUMO	11.69	eV
lowest unoccupied orbital energy	1.149	eV
HOMO	-10.54	eV
multiplicity	1

Each line ends with the Mulliken charge.
Cartesian coordinates (Å):
1 F -1.83 0.04 -0.85  -0.268
2 C -1.06 0.66 0.07  -0.372
3 C 0.02 -0.31 0.42  0.160
4 C 1.16 -0.52 -0.39  -0.321
5 O 1.26 0.13 0.84  -0.430
6 H -1.58 0.88 0.98  0.229
7 H -0.58 1.56 -0.34  0.272
8 H -0.41 -1.09 1.04  0.299
9 H 1.36 0.13 -1.28  0.179
10 H 1.66 -1.48 -0.49  0.252


4.
Molecular formula: C3H5FO
Method: DFT, ωB97M-V with the def2-TZVPD basis set

## Properties
gap between HOMO and LUMO (spin up / spin down)	8.64 / 8.20	eV
lowest unoccupied orbital energy (spin up / spin down)	0.782 / 0.672	eV
HOMO (spin up / spin down)	-7.86 / -7.53	eV
multiplicity	1

Each line ends with the Mulliken charge.
Cartesian coordinates (Å):
1 C 2.07 -0.57 -0.28  -0.473
2 C -0.44 -0.40 0.29  0.424
3 C -1.57 0.69 -0.06  -0.888
4 O 0.74 -0.26 -0.34  -0.260
5 F -0.42 -0.99 1.55  -0.266
6 H 2.39 -1.04 0.62  0.280
7 H 2.59 -0.50 -1.24  0.276
8 H -1.15 1.70 -0.05  0.292
9 H -2.47 0.77 0.60  0.303
10 H -1.74 0.60 -1.08  0.312


Name the least stable of them. 4.


1.
Molecular formula: C3H6ClN
Method: DFT, ωB97M-V with the def2-TZVPD basis set

## Properties
gap between HOMO and LUMO	10.44	eV
lowest unoccupied orbital energy	0.824	eV
HOMO	-9.62	eV
multiplicity	1

Each line ends with the Mulliken charge.
Cartesian coordinates (Å):
1 C -0.37 0.01 0.89  0.035
2 C -0.02 -1.03 -0.17  -0.460
3 C 0.07 0.97 -0.11  -0.468
4 H -1.42 -0.06 1.12  0.320
5 H -1.06 -1.27 -0.84  0.225
6 H 0.43 -1.99 0.50  0.306
7 H 0.63 0.08 -1.86  0.243
8 H 0.49 2.18 0.15  0.215
9 H -0.72 1.26 -0.76  0.280
10 N 0.91 0.07 -0.97  -0.488
11 Cl 1.08 -0.23 2.05  -0.208


2.
Molecular formula: C3H6ClN
Method: DFT, ωB97M-V with the def2-TZVPD basis set

## Properties
SMILES	ClC1CNC1
gap between HOMO and LUMO	10.28	eV
lowest unoccupied orbital energy	0.973	eV
HOMO	-9.31	eV
multiplicity	1

Each line ends with the Mulliken charge.
Cartesian coordinates (Å):
1 Cl 1.52 -1.96 0.30  -0.251
2 C 0.06 -0.81 0.32  0.153
3 C -0.27 -0.16 -1.08  -0.595
4 N -0.46 1.17 -0.35  -0.463
5 C 0.37 0.58 0.74  -0.556
6 H -0.76 -1.29 0.89  0.313
7 H -1.17 -0.46 -1.54  0.325
8 H 0.66 -0.18 -1.64  0.283
9 H -1.38 1.32 -0.08  0.278
10 H 1.45 0.83 0.71  0.243
11 H -0.01 0.96 1.72  0.271


Name the least stable of them. 1.


1.
Molecular formula: C3H6ClN
Method: DFT, ωB97M-V with the def2-TZVPD basis set

## Properties
SMILES	NC/C=C/Cl
gap between HOMO and LUMO	10.35	eV
lowest unoccupied orbital energy	0.903	eV
HOMO	-9.45	eV
multiplicity	1

Each line ends with the Mulliken charge.
Cartesian coordinates (Å):
1 N 0.01 0.86 -1.85  -0.592
2 C 0.66 0.41 -0.48  -0.520
3 C -0.23 -0.05 0.61  -0.034
4 C -0.30 -1.06 1.53  -0.304
5 Cl -1.69 -1.72 2.40  -0.158
6 H -0.50 0.04 -2.16  0.253
7 H -0.58 1.51 -1.44  0.235
8 H 1.55 -0.17 -0.79  0.397
9 H 1.45 1.26 -0.21  0.258
10 H -1.07 0.61 0.61  0.211
11 H 0.69 -1.69 1.78  0.255


2.
Molecular formula: C3H6ClN
Method: DFT, ωB97M-V with the def2-TZVPD basis set

## Properties
SMILES	ClC1CNC1
gap between HOMO and LUMO	10.45	eV
lowest unoccupied orbital energy	0.876	eV
HOMO	-9.58	eV
multiplicity	1

Each line ends with the Mulliken charge.
Cartesian coordinates (Å):
1 Cl 0.26 2.32 -0.36  -0.234
2 C -0.20 0.74 0.27  0.284
3 C 0.97 -0.17 0.35  -0.712
4 N 0.21 -1.20 -0.45  -0.463
5 C -0.81 -0.23 -0.70  -0.531
6 H -0.64 0.93 1.25  0.265
7 H 1.27 -0.47 1.37  0.278
8 H 1.86 0.28 -0.04  0.287
9 H -0.10 -1.75 0.30  0.307
10 H -1.05 0.05 -1.76  0.290
11 H -1.77 -0.49 -0.22  0.230


Name the least stable of them. 1.


1.
Molecular formula: C3H6ClN
Method: DFT, ωB97M-V with the def2-TZVPD basis set

## Properties
SMILES	N[C@@H]1C[C@@H]1Cl
gap between HOMO and LUMO	10.11	eV
lowest unoccupied orbital energy	0.983	eV
HOMO	-9.12	eV
multiplicity	1

Each line ends with the Mulliken charge.
Cartesian coordinates (Å):
1 N 1.09 1.11 -0.05  -0.587
2 C -0.23 0.60 -0.24  -0.190
3 C -0.58 -0.26 0.89  -0.537
4 C -0.47 -0.86 -0.47  -0.093
5 Cl 0.86 -2.02 -0.86  -0.227
6 H 1.45 1.67 -0.87  0.223
7 H 1.67 0.30 0.05  0.260
8 H -0.98 1.35 -0.45  0.369
9 H 0.16 -0.59 1.67  0.239
10 H -1.60 -0.14 1.35  0.202
11 H -1.36 -1.16 -1.02  0.341


2.
Molecular formula: C3H6ClN
Method: DFT, ωB97M-V with the def2-TZVPD basis set

## Properties
SMILES	C/C=N/CCl
gap between HOMO and LUMO	10.62	eV
lowest unoccupied orbital energy	1.030	eV
HOMO	-9.59	eV
multiplicity	1

Each line ends with the Mulliken charge.
Cartesian coordinates (Å):
1 C -0.36 -1.86 0.03  -1.022
2 C -0.08 -0.45 -0.33  0.230
3 N 0.15 0.30 0.64  -0.448
4 C 0.48 2.00 0.42  -0.261
5 Cl 0.74 2.41 -1.31  -0.204
6 H -0.40 -1.91 1.10  0.297
7 H 0.26 -2.72 -0.25  0.299
8 H -1.37 -2.18 -0.36  0.246
9 H -0.22 -0.30 -1.42  0.294
10 H 1.35 2.31 0.92  0.311
11 H -0.53 2.41 0.57  0.257


Name the least stable of them. 2.


1.
Molecular formula: C6H13N2O
Method: DFT, ωB97M-V with the def2-TZVPD basis set

## Properties
gap between HOMO and LUMO (spin up / spin down)	5.70 / 8.30	eV
net charge	+1
lowest unoccupied orbital energy (spin up / spin down)	-3.574 / -5.381	eV
expectation value of S²	2.008
HOMO (spin up / spin down)	-9.27 / -13.68	eV
multiplicity	3

Each line ends with the Mulliken spin population.
Cartesian coordinates (Å):
1 C 4.04 0.62 0.10  -0.029
2 C 3.79 -0.79 0.15  0.880
3 C -1.64 -0.53 0.03  -0.006
4 C -3.05 -0.36 0.43  0.000
5 C -0.83 -1.73 0.41  0.005
6 C -1.44 1.81 -0.87  0.002
7 N 2.77 -0.08 0.27  0.509
8 N -1.04 0.50 -0.48  0.003
9 O 1.57 -0.03 0.35  0.495
10 H 4.50 1.18 0.91  0.068
11 H 4.28 1.32 -0.77  0.068
12 H 4.03 -1.84 0.02  0.006
13 H -3.59 0.13 -0.49  0.000
14 H -3.09 0.44 1.22  0.000
15 H -3.60 -1.27 0.79  0.000
16 H -0.74 -2.43 -0.43  -0.001
17 H -1.30 -2.19 1.35  -0.001
18 H 0.29 -1.41 0.63  0.001
19 H -2.24 1.82 -1.62  0.000
20 H -1.89 2.16 0.07  0.001
21 H -0.71 2.39 -1.30  -0.001
22 H -0.07 0.28 -0.77  0.002


2.
Molecular formula: C6H13N2O
Method: DFT, ωB97M-V with the def2-TZVPD basis set

## Properties
gap between HOMO and LUMO (spin up / spin down)	7.99 / 9.38	eV
net charge	+1
lowest unoccupied orbital energy (spin up / spin down)	-4.246 / -6.439	eV
expectation value of S²	2.011
HOMO (spin up / spin down)	-12.24 / -15.82	eV
multiplicity	3

Each line ends with the Mulliken spin population.
Cartesian coordinates (Å):
1 C -0.57 -0.05 -0.02  0.682
2 C 1.70 -0.91 -0.76  0.048
3 C 1.08 -0.27 1.69  0.040
4 C 1.24 1.50 -0.22  0.063
5 C -2.76 -0.68 -0.66  0.029
6 C 0.93 0.01 0.19  0.067
7 N -1.29 1.79 0.89  0.702
8 N -1.28 -0.91 -0.62  -0.071
9 O -2.04 2.40 0.31  0.434
10 H 2.52 -0.42 -1.07  0.000
11 H 1.97 -1.71 -0.26  -0.001
12 H 1.15 -1.18 -1.69  0.001
13 H 2.08 -0.49 2.01  0.001
14 H 0.61 0.30 2.39  -0.002
15 H 0.77 -1.26 1.84  -0.003
16 H 2.36 1.78 0.10  0.004
17 H 1.19 1.66 -1.22  -0.004
18 H 0.75 2.21 0.43  -0.018
19 H -3.15 0.37 -0.63  -0.007
20 H -3.27 -1.31 0.06  0.002
21 H -2.99 -1.04 -1.58  -0.006
22 H -0.97 -1.79 -1.18  0.041


Name the least stable of them. 1.


1.
Molecular formula: C2H8NO2P
Method: DFT, ωB97M-V with the def2-TZVPD basis set

## Properties
gap between HOMO and LUMO (spin up / spin down)	8.31 / 8.31	eV
lowest unoccupied orbital energy (spin up / spin down)	0.292 / 0.292	eV
HOMO (spin up / spin down)	-8.02 / -8.01	eV
multiplicity	1

Each line ends with the Mulliken charge.
Cartesian coordinates (Å):
1 C 0.62 0.09 1.73  -0.816
2 C 0.79 -1.56 -0.65  -0.964
3 N -2.20 1.45 -0.99  -0.316
4 O 1.25 1.11 -0.87  -0.644
5 O -1.75 0.58 -0.13  -0.401
6 P 0.45 0.18 -0.03  0.869
7 H 0.24 1.04 2.35  0.278
8 H 0.15 -0.91 1.99  0.285
9 H 1.71 -0.01 1.88  0.323
10 H 1.83 -1.97 -0.22  0.298
11 H -0.05 -2.16 -0.42  0.362
12 H 0.93 -1.45 -1.77  0.282
13 H -2.20 1.28 -1.97  0.218
14 H -1.77 2.34 -0.91  0.226


2.
Molecular formula: C2H8NO2P
Method: DFT, ωB97M-V with the def2-TZVPD basis set

## Properties
SMILES	COPOCN
gap between HOMO and LUMO	9.68	eV
lowest unoccupied orbital energy	1.019	eV
HOMO	-8.66	eV
multiplicity	1

Each line ends with the Mulliken charge.
Cartesian coordinates (Å):
1 C 0.91 -0.97 -2.08  -0.694
2 O -0.27 -0.19 -1.90  -0.293
3 P -0.88 -0.20 -0.38  0.130
4 O 0.23 0.78 0.44  -0.243
5 C -0.14 1.09 1.82  -0.293
6 N 0.61 0.21 2.72  -0.557
7 H 1.68 -0.25 -2.10  0.263
8 H 0.81 -1.59 -2.93  0.300
9 H 1.19 -1.72 -1.34  0.345
10 H -2.01 0.73 -0.68  0.023
11 H 0.24 2.03 2.11  0.266
12 H -1.24 0.97 1.77  0.287
13 H 0.50 0.60 3.67  0.233
14 H 0.19 -0.74 2.78  0.233


Name the least stable of them. 1.